Record 1
C23H32Cl5GaGeN2O5 | ωB97M-V/def2-TZVPD

The calculation puts the HOMO energy (alpha / beta) at -11.5 / -11.5 eV. For the energy above the lowest of the compared OMol25 structures with the same formula, charge and spin, the calculation gives 2.0126 eV. The molar mass is 736.1 g mol⁻¹. The multiplicity is 2. The calculation puts the LUMO energy (alpha / beta) at -0.0996 / -0.1679 hartree. As for the charge: +1. The calculation puts the orbital gap (alpha / beta) at 8.8 / 7.0 eV. Its expectation value of S² is 0.76.

```
69
Properties=species:S:1:pos:R:3:mulliken_charge:R:1
Ge 0.62578 -2.19362 0.47065 -0.629
Ga 0.17621 0.72658 -0.07325 -0.862
Cl -1.91590 3.30291 -4.62414 -0.176
Cl -2.04924 2.71348 -1.54994 -0.192
Cl 3.28994 2.01043 -4.62143 -0.164
Cl 3.06114 0.85589 -1.65935 -0.140
Cl 0.92177 3.03361 -6.12852 -0.153
O 1.32425 -0.44893 0.93501 0.689
O -3.34005 0.84889 1.22257 -0.505
O 0.92996 3.73033 0.66049 -0.549
O 0.71918 -1.68866 -1.32799 0.644
O -0.99367 -0.83100 0.50310 0.383
N -1.75903 2.37548 3.38276 0.267
N -0.36872 2.02594 1.48155 -0.168
C -2.71429 1.78251 4.35615 -0.864
C -3.34941 -0.64020 1.17771 -1.284
C -0.54070 2.60953 -3.82845 0.212
C -2.42032 -2.81988 0.56204 -1.995
C 0.10592 -3.66628 -2.57277 -1.696
C 2.50264 -2.93112 -2.28809 -1.662
C 1.67394 1.53394 -2.51301 -0.325
C 1.06186 -2.48773 -2.45822 1.167
C 0.12282 3.37828 1.48344 0.681
C -0.45079 4.23985 2.54636 -0.929
C 0.40238 1.54860 -1.86812 0.122
C -2.26686 -1.30318 0.24217 1.425
C -1.26946 3.69906 3.47501 -0.394
C 1.64206 -0.77628 3.33870 -1.552
C 3.48651 -1.08057 1.64719 -1.516
C -2.66004 -1.02561 -1.19813 -1.071
C 2.31317 -0.28467 2.07511 1.699
C 2.63574 1.21210 2.22696 -1.515
C -1.22856 1.67549 2.34573 0.150
C -0.63983 2.20936 -2.47788 0.871
C 0.87267 -1.62105 -3.65564 -0.968
C 1.79411 1.99576 -3.83080 0.645
C 0.67619 2.52038 -4.50289 0.129
H -2.02858 -3.07171 1.57157 0.372
H 3.44283 1.34554 2.89538 0.645
H 2.69795 -3.47125 -1.36344 0.367
H 0.71904 -0.33789 3.50459 0.199
H 4.43464 -0.75889 2.05259 0.464
H -3.48057 -3.13627 0.50454 0.501
H 3.64237 -0.98492 0.56153 0.193
H -1.80862 -3.39480 -0.14447 0.368
H 3.35301 -2.14836 1.88251 0.368
H 1.64566 -0.80924 -3.61981 0.044
H 1.42402 -1.85376 3.19910 0.364
H 0.20015 -4.17659 -3.57692 0.420
H -2.87703 2.41500 5.21262 0.329
H -3.69634 -1.43007 -1.43424 0.413
H -0.01063 5.23501 2.64767 0.462
H 3.02293 1.60976 1.25974 0.305
H -3.14627 -0.86393 2.22580 0.421
H 2.80901 -3.65101 -3.05852 0.427
H 1.02259 -2.20648 -4.60670 0.509
H 3.17538 -2.05830 -2.30171 0.238
H -4.28765 -1.06241 0.90382 0.525
H -0.16057 -1.23409 -3.61774 0.246
H -3.55825 1.19556 0.34597 0.267
H -1.64418 4.22040 4.34517 0.453
H -3.65353 1.62264 3.84056 0.330
H 0.25073 -4.42293 -1.87738 0.479
H -0.92170 -3.28243 -2.50793 0.323
H -1.87825 -1.45260 -1.83120 -0.086
H 2.20708 -0.74287 4.26646 0.407
H 1.80700 1.84221 2.53644 0.236
H -2.67703 0.02493 -1.43214 0.301
H -2.39657 0.81008 4.66207 0.335
```

=====

Record 2
C8H9NO2 | ωB97M-V/def2-TZVPD

The calculation puts the HOMO energy at -8.2 eV. For the energy above the lowest of the compared OMol25 structures with the same formula, charge and spin, the calculation gives 7.4571 eV. The molar mass is 151.2 g mol⁻¹. The calculation puts the LUMO energy at -0.0241 hartree. The SMILES is CC#C[N+](=O)[O-].C1=CCC=C1. The calculation puts the orbital gap at 7.5 eV.

```
20
Properties=species:S:1:pos:R:3:mulliken_charge:R:1
O -2.26722 0.54071 1.13582 -0.528
O -1.90978 -1.17509 -0.14228 -0.528
N -1.90017 0.02745 0.06983 0.943
C 0.54128 0.05991 2.12228 -0.754
C -0.93740 1.32137 -1.95659 0.273
C -0.30050 2.14034 -2.95938 -1.097
C 1.05887 -2.05865 1.27213 -0.192
C 0.76582 0.12631 0.70677 -0.188
C 1.00093 -1.06510 0.15111 -0.679
C -1.50579 0.81521 -0.98332 0.145
C 0.63735 -1.31334 2.44739 -0.432
H 0.31938 -2.87318 1.01361 0.222
H 0.14082 0.81262 2.76851 0.451
H 2.15330 -2.41479 1.37725 0.297
H 0.78663 1.87873 -2.93534 0.261
H 1.36706 -1.19478 -0.88726 0.334
H -0.91231 1.81545 -3.91806 0.293
H -0.43669 3.26304 -2.89358 0.285
H 0.72274 1.07612 0.14354 0.545
H 0.67566 -1.78232 3.46757 0.348
```

=====

Record 3
C16H18FN2O | ωB97M-V/def2-TZVPD

The calculation puts the HOMO energy at -12.6 eV. For the energy above the lowest of the compared OMol25 structures with the same formula, charge and spin, the calculation gives 0.0000 eV. The molar mass is 273.3 g mol⁻¹. The calculation puts the LUMO energy at -0.0966 hartree. The SMILES is C[N+](C)(NC=O)[C@H](c1ccccc1)c1cccc(F)c1. As for the charge: +1. The calculation puts the orbital gap at 10.0 eV.

```
38
Properties=species:S:1:pos:R:3:mulliken_charge:R:1
F -2.38814 -2.64303 3.23641 -0.307
O 2.75875 -0.63730 -2.92835 -0.489
N 1.64032 -0.10076 -1.00640 -0.169
N 0.30119 -0.05279 -1.54980 0.314
C -1.41237 -2.52276 2.27497 0.039
C -0.17060 2.37130 2.46628 -0.918
C -1.18681 2.40676 -0.14311 -0.420
C 0.04183 -1.27846 -2.40026 -0.618
C 0.64018 -2.13870 0.48651 -0.201
C -0.60369 -0.04060 -0.46977 0.039
C -0.76939 3.53287 1.95575 -0.446
C 0.66404 -3.22522 1.36593 -0.901
C 2.75055 -0.12720 -1.81347 0.039
C -0.55744 1.24789 0.33634 0.097
C 0.04426 1.28662 1.60770 0.025
C -1.15490 3.58156 0.60986 -0.794
C -0.36577 -3.43869 2.27755 -0.589
C 0.23533 1.13466 -2.48185 -0.988
C -0.44600 -1.26023 0.46111 0.403
C -1.48727 -1.45292 1.38824 -0.275
H 0.78814 0.83834 -3.37658 0.479
H 1.50895 -3.90638 1.31061 0.428
H 0.71202 2.00410 -2.02020 0.373
H -1.44002 4.52715 0.12822 0.386
H 0.67096 0.46207 1.95352 0.365
H -2.33634 -0.76135 1.43809 0.468
H 1.49450 -2.02858 -0.17820 0.307
H -0.36324 -4.27443 2.97449 0.458
H 0.58195 -1.15105 -3.34719 0.443
H -1.04245 -1.28603 -2.57556 0.358
H -0.91908 4.39057 2.62505 0.406
H -1.68152 2.42417 -1.12563 0.398
H 1.76503 0.45979 -0.17636 0.161
H 3.62151 0.32933 -1.28796 0.387
H 0.36787 -2.18525 -1.87708 0.382
H -0.80572 1.33956 -2.74562 0.408
H -1.61645 -0.13218 -0.90075 0.551
H 0.15979 2.30717 3.50748 0.399
```

=====

- Among the records above, which one has the lowest molar mass?
  C8H9NO2

=====

- What is the formula in the first record?
  C23H32Cl5GaGeN2O5

=====

- Which of these has the highest molar mass?
  C23H32Cl5GaGeN2O5